{"formula": "C24H30BrN3O3OsS2Si2", "method": "ωB97M-V/def2-TZVPD", "charge": 0, "max_force_ev_per_a": 0.1, "gap_ha": [0.23067, 0.23063], "e_above_lowest_kcal_mol": 20.26, "homo_ev": [-7.3809, -7.3809], "multiplicity": 1, "species": ["Os", "O", "C", "C", "C", "C", "C", "C", "N", "H", "H", "H", "H", "H", "H", "H", "S", "C", "C", "N", "C", "S", "C", "N", "C", "Si", "C", "C", "C", "Si", "C", "C", "C", "H", "H", "H", "H", "H", "H", "H", "H", "H", "H", "H", "H", "H", "H", "H", "H", "H", "H", "H", "Br", "C", "C", "C", "C", "C", "C", "C", "O", "O", "H", "H", "H", "H"], "coordinates": [[-0.388, -0.592, 0.410], [1.362, -0.717, 1.904], [1.904, 0.510, 2.355], [0.780, 1.507, 2.370], [0.910, 2.687, 3.080], [-0.133, 3.596, 3.080], [-1.285, 3.280, 2.381], [-1.343, 2.079, 1.704], [-0.329, 1.204, 1.680], [2.038, -1.372, 1.673], [2.712, 0.860, 1.708], [2.301, 0.384, 3.364], [1.822, 2.879, 3.630], [-0.051, 4.528, 3.624], [-2.135, 3.946, 2.355], [-2.232, 1.799, 1.164], [-0.670, -2.426, 1.787], [-0.666, -3.861, 0.782], [-0.727, -5.109, 1.469], [-0.795, -6.107, 2.039], [-0.585, -3.757, -0.556], [-0.485, -2.212, -1.330], [-0.551, -4.909, -1.405], [-0.499, -5.820, -2.104], [-0.172, 2.778, -1.503], [0.748, 1.264, -2.147], [2.324, 1.997, -2.875], [-0.197, 0.452, -3.541], [1.235, 0.118, -0.704], [2.632, -1.079, -1.181], [2.788, -2.571, -0.028], [2.644, -1.725, -2.941], [4.258, -0.156, -0.919], [-0.225, 3.531, -2.295], [0.368, 3.231, -0.665], [-1.189, 2.559, -1.180], [2.034, 2.737, -3.626], [2.966, 1.266, -3.367], [2.918, 2.515, -2.118], [-0.403, 1.203, -4.310], [-1.143, 0.024, -3.212], [0.383, -0.347, -4.006], [1.757, 0.861, -0.080], [3.337, -3.352, -0.560], [1.845, -3.018, 0.290], [3.401, -2.349, 0.858], [1.805, -2.388, -3.144], [3.569, -2.289, -3.089], [2.634, -0.922, -3.680], [4.337, 0.241, 0.099], [4.403, 0.676, -1.608], [5.092, -0.849, -1.055], [-8.128, 2.118, -2.522], [-6.503, 1.461, -1.812], [-5.325, 1.673, -2.512], [-4.137, 1.192, -1.987], [-4.138, 0.510, -0.774], [-5.328, 0.301, -0.087], [-6.520, 0.776, -0.606], [-2.873, 0.010, -0.195], [-1.777, 0.211, -0.847], [-2.793, -0.558, 0.904], [-5.340, 2.203, -3.454], [-3.206, 1.340, -2.518], [-5.307, -0.241, 0.849], [-7.453, 0.618, -0.085]]}

{"formula": "C18H25FN2OPtS2Si", "method": "ωB97M-V/def2-TZVPD", "charge": 0, "max_force_ev_per_a": 1.7, "gap_ha": 0.23251, "e_above_lowest_kcal_mol": 0.00, "homo_ev": -6.7758, "multiplicity": 1, "species": ["Pt", "S", "C", "C", "C", "C", "C", "N", "H", "H", "H", "H", "C", "Si", "C", "C", "N", "C", "C", "C", "C", "C", "C", "F", "H", "H", "H", "H", "H", "H", "H", "H", "H", "H", "H", "H", "H", "O", "S", "C", "C", "C", "C", "H", "H", "H", "H", "H", "H", "H", "H"], "coordinates": [[0.207, 0.975, -0.237], [0.120, 3.484, 0.176], [-1.522, 3.088, -0.120], [-2.634, 3.932, -0.004], [-3.880, 3.422, -0.284], [-4.004, 2.080, -0.667], [-2.865, 1.317, -0.746], [-1.653, 1.818, -0.484], [-2.481, 4.953, 0.316], [-4.759, 4.048, -0.207], [-4.968, 1.645, -0.887], [-2.892, 0.276, -1.030], [2.737, 2.416, 1.696], [3.156, 1.731, -0.012], [2.807, 2.721, -1.583], [5.034, 1.580, -0.021], [2.116, 0.323, -0.172], [2.434, -1.004, -0.187], [3.656, -1.557, 0.241], [3.873, -2.926, 0.253], [2.897, -3.814, -0.182], [1.691, -3.303, -0.646], [1.502, -1.945, -0.637], [0.305, -1.442, -1.120], [2.725, 3.511, 1.720], [3.481, 2.071, 2.419], [1.757, 2.071, 2.016], [2.742, 3.797, -1.390], [1.868, 2.416, -2.039], [3.615, 2.557, -2.302], [5.442, 2.592, -0.093], [5.406, 1.010, -0.876], [5.434, 1.131, 0.891], [4.432, -0.885, 0.580], [4.818, -3.305, 0.621], [3.072, -4.881, -0.166], [0.906, -3.952, -1.014], [-1.373, -0.554, 1.124], [-1.763, -2.008, 1.078], [-3.444, -2.103, 1.803], [-4.334, -2.855, 0.825], [-3.933, -2.348, -0.556], [-2.412, -2.416, -0.594], [-3.746, -1.061, 1.927], [-3.374, -2.582, 2.778], [-5.390, -2.678, 1.032], [-4.153, -3.931, 0.894], [-4.270, -1.315, -0.669], [-4.378, -2.932, -1.362], [-1.944, -1.741, -1.307], [-2.060, -3.430, -0.792]]}

{"formula": "C5H21N3O5", "method": "ωB97M-V/def2-TZVPD", "charge": 0, "max_force_ev_per_a": 5.2, "gap_ha": 0.35254, "e_above_lowest_kcal_mol": 45.98, "homo_ev": -9.2595, "multiplicity": 1, "species": ["C", "O", "C", "C", "C", "N", "H", "H", "H", "H", "H", "H", "H", "H", "H", "H", "H", "N", "C", "N", "O", "H", "H", "H", "H", "O", "H", "H", "O", "H", "H", "O", "H", "H"], "coordinates": [[0.348, 3.607, 2.528], [0.280, 2.832, 1.372], [0.436, 3.476, 0.078], [0.736, 2.236, -0.982], [1.211, 2.698, -2.386], [-0.444, 1.439, -1.247], [0.302, 3.116, 3.500], [-0.409, 4.391, 2.493], [1.345, 4.020, 2.371], [-0.485, 3.920, -0.301], [1.244, 4.207, 0.055], [1.351, 1.438, -0.565], [0.525, 3.392, -2.872], [1.274, 1.888, -3.112], [2.176, 3.203, -2.351], [-0.052, 0.629, -1.707], [-0.648, 1.156, -0.300], [0.336, -3.258, -3.319], [-0.080, -3.649, -2.162], [0.823, -3.347, -1.208], [-1.088, -4.240, -1.851], [1.310, -2.991, -3.337], [-0.168, -3.741, -4.049], [0.894, -3.700, -0.265], [1.654, -2.895, -1.562], [1.410, -4.241, 3.660], [1.712, -3.637, 4.338], [1.596, -5.111, 4.012], [-4.655, -1.748, 0.218], [-3.996, -1.630, 0.902], [-4.850, -0.861, -0.083], [-1.629, -0.893, 2.426], [-1.217, -0.101, 2.772], [-1.241, -1.606, 2.933]]}